1.
Molecular formula: C4H10N2OS
Method: DFT, ωB97M-V/def2-TZVPD

Positions of all 18 atoms, in Å:
1 C 1.946 -0.344 -0.613
2 C 0.421 -0.223 -0.459
3 C -0.267 -1.543 -0.308
4 S -0.726 -2.414 -1.919
5 N 0.070 0.617 0.740
6 C -1.205 1.181 0.858
7 N -1.105 2.373 1.389
8 O -2.164 0.470 0.670
9 H 2.543 0.299 -1.285
10 H 2.377 -0.282 0.428
11 H 2.182 -1.289 -1.044
12 H 0.164 0.432 -1.471
13 H -1.219 -1.277 0.194
14 H 0.349 -2.213 0.289
15 H -1.952 -2.880 -1.440
16 H 0.905 1.227 0.969
17 H -0.317 3.121 1.185
18 H -2.000 2.745 1.817

Output
DFT total energy: -20163.5707 eV
E_HOMO (spin up / spin down): -13.67 / -13.66 eV
Spin multiplicity: 2
Energy relative to the best compared isomer or geometry (same formula, charge and spin): 121.8 kJ/mol
Expectation value of S²: 0.75
Net charge: +1

The Mulliken scheme yields these atomic charges, measured in e: -1.424 0.472 -0.837 0.239 -0.453 0.539 -0.432 -0.621 0.335 0.382 0.366 0.280 0.495 0.511 0.320 0.277 0.267 0.283

=====

2.
Molecular formula: C4H10N2P
Method: DFT, ωB97M-V/def2-TZVPD

Positions of all 17 atoms, in Å:
1 C -1.076 -1.277 0.151
2 C 0.125 1.090 0.149
3 C -1.285 1.063 -0.179
4 C 0.862 -0.011 -0.454
5 N -1.848 -0.227 0.083
6 N 0.215 -1.296 -0.135
7 P 2.690 0.103 0.098
8 H -1.472 -2.246 0.525
9 H 0.557 2.132 -0.050
10 H 0.127 0.875 1.222
11 H -1.903 1.823 0.255
12 H -1.238 1.254 -1.289
13 H 0.945 0.181 -1.531
14 H -2.813 -0.235 0.382
15 H 0.715 -2.093 -0.367
16 H 3.047 -0.874 -0.861
17 H 2.954 -0.994 0.904

Output
DFT total energy: -16571.7240 eV
E_HOMO: -13.69 eV
Energy relative to the best compared isomer or geometry (same formula, charge and spin): 13.1 kJ/mol
SMILES string: P[C@@H]1CCNC=[NH+]1
Net charge: +1

The Mulliken scheme yields these atomic charges, measured in e: -0.094 -0.854 -0.637 -0.087 -0.070 -0.076 -0.066 0.388 0.408 0.376 0.448 0.271 0.316 0.278 0.272 0.058 0.068

=====

Look up the DFT total energy of the first one. -20163.5707 eV